P:
Molecular formula: C6H35NO12
Method: DFT, ωB97M-V/def2-TZVPD

As for the total charge: 0. The value obtained for the LUMO energy is 0.00214 Ha. The frontier orbital gap is 8.961 eV.

Last columns: bonded neighbours and bond lengths (Å).
Cartesian coordinates (Å):
1 C -0.68 -3.58 -0.64  N2 1.478, H8 1.090, H9 1.085, H10 1.104
2 N -0.66 -2.18 -0.17  C1 1.478, C3 1.476, H11 1.008
3 C 0.38 -1.38 -0.85  N2 1.476, C7 1.499, H12 1.093, H13 1.088
4 C 0.55 3.18 1.22  C5 1.326, H14 1.086, H15 1.083
5 C 1.11 2.10 0.70  C4 1.326, C6 1.487, H16 1.089
6 C 0.44 1.07 -0.14  C5 1.487, C7 1.322, H17 1.086
7 C 0.67 -0.22 0.05  C3 1.499, C6 1.322, H18 1.078
8 H -0.56 -3.63 -1.72  C1 1.090
9 H -1.56 -4.09 -0.28  C1 1.085
10 H 0.23 -4.09 -0.27  C1 1.104
11 H -0.67 -2.25 0.83  N2 1.008
12 H -0.20 -1.01 -1.71  C3 1.093
13 H 1.26 -1.96 -1.12  C3 1.088
14 H -0.49 3.46 1.07  C4 1.086
15 H 1.12 3.91 1.79  C4 1.083
16 H 2.11 1.87 1.04  C5 1.089
17 H -0.04 1.57 -0.98  C6 1.086
18 H 1.35 -0.47 0.85  C7 1.078
19 H -1.89 1.86 -2.80  O21 0.965
20 H -0.51 2.45 -2.65  O21 0.986
21 O -1.45 2.63 -2.42  H19 0.965, H20 0.986
22 H 1.31 2.41 -4.12  O24 0.963
23 H 1.57 1.53 -2.79  O24 0.989
24 O 0.89 1.98 -3.37  H22 0.963, H23 0.989
25 H -1.81 -1.24 -2.48  O27 0.980
26 H -3.19 -0.51 -2.27  O27 0.954
27 O -2.30 -0.40 -2.59  H25 0.980, H26 0.954
28 H -2.14 0.73 -0.66  O30 0.966
29 H -2.69 2.22 -0.77  O30 0.978
30 O -2.90 1.31 -0.49  H28 0.966, H29 0.978
31 H -2.91 -2.10 -0.31  O33 0.967
32 H -4.22 -1.52 -0.69  O33 0.980
33 O -3.63 -2.25 -0.94  H31 0.967, H32 0.980
34 H -2.25 1.37 2.72  O36 0.971
35 H -2.04 1.33 1.10  O36 0.978
36 O -1.91 0.86 1.96  H34 0.971, H35 0.978
37 H 3.26 -0.08 -1.69  O39 0.995
38 H 2.93 1.17 -0.99  O39 0.951
39 O 2.72 0.75 -1.82  H37 0.995, H38 0.951
40 H 4.81 -0.85 -0.90  O42 0.984
41 H 3.70 -1.38 0.18  O42 0.977
42 O 4.00 -1.40 -0.75  H40 0.984, H41 0.977
43 H -4.79 0.29 0.12  O45 0.957
44 H -3.79 -0.12 1.19  O45 0.967
45 O -4.65 -0.35 0.81  H43 0.957, H44 0.967
46 H 3.44 -0.72 2.45  O48 0.983
47 H 4.75 0.07 2.05  O48 0.969
48 O 4.25 -0.75 1.89  H46 0.983, H47 0.969
49 H -0.13 -0.68 3.69  O51 0.953
50 H -0.20 0.03 2.22  O51 0.988
51 O 0.17 -0.68 2.79  H49 0.953, H50 0.988
52 H 2.80 -0.30 4.88  O54 0.960
53 H 1.74 0.02 3.82  O54 0.965
54 O 2.69 0.02 3.98  H52 0.960, H53 0.965

Q:
Molecular formula: C6H35NO12
Method: DFT, ωB97M-V/def2-TZVPD

As for the total charge: 0. The value obtained for the LUMO energy is -0.00419 Ha. The frontier orbital gap is 8.086 eV.

Last columns: bonded neighbours and bond lengths (Å).
Cartesian coordinates (Å):
1 C 3.87 0.50 0.37  C2 1.558, H8 1.090, H9 1.034, H10 1.094
2 C 3.56 -0.97 0.78  C1 1.558, C5 1.514, H11 1.181, H12 1.065
3 N 1.76 -4.06 -0.56  C4 1.445, H13 1.025, H14 1.030
4 C 2.40 -3.12 0.34  N3 1.445, C5 1.318, H15 1.188
5 C 2.50 -1.82 0.11  C2 1.514, C4 1.318, C6 1.563
6 C 1.94 -1.21 -1.21  C5 1.563, C7 1.350, H16 1.116
7 C 2.65 -0.89 -2.31  C6 1.350, H17 1.142, H18 1.112
8 H 4.69 0.90 0.97  C1 1.090
9 H 3.03 1.09 0.42  C1 1.034
10 H 4.06 0.49 -0.70  C1 1.094
11 H 3.20 -0.84 1.90  C2 1.181
12 H 4.41 -1.56 0.51  C2 1.065
13 H 1.28 -4.89 -0.20  N3 1.025
14 H 1.36 -3.83 -1.48  N3 1.030
15 H 3.07 -3.75 1.08  C4 1.188
16 H 0.83 -1.09 -1.19  C6 1.116
17 H 2.30 -0.39 -3.27  C7 1.142
18 H 3.76 -0.97 -2.41  C7 1.112
19 H -2.97 3.16 2.06  O21 1.011
20 H -1.69 2.52 1.33  O21 0.981
21 O -2.55 2.29 1.76  H19 1.011, H20 0.981
22 H -2.52 -1.65 1.21  O24 1.053
23 H -3.68 -1.60 2.28  O24 1.083
24 O -2.60 -1.70 2.26  H22 1.053, H23 1.083
25 H -2.36 -0.25 4.24  O27 0.968
26 H -2.36 1.12 3.65  O27 0.938
27 O -1.97 0.63 4.35  H25 0.968, H26 0.938
28 H 1.91 1.81 -3.05  O30 0.994
29 H 1.90 1.92 -1.39  O30 1.055
30 O 1.41 2.19 -2.28  H28 0.994, H29 1.055
31 H -3.51 2.18 -0.40  O33 1.065
32 H -2.60 3.40 -0.83  O33 0.926
33 O -3.41 3.24 -0.40  H31 1.065, H32 0.926
34 H -0.86 -1.15 4.24  O36 0.947
35 H -0.89 -2.58 3.72  O36 1.053
36 O -0.34 -1.94 4.33  H34 0.947, H35 1.053
37 H -0.12 0.08 -2.38  O39 0.907
38 H -0.89 0.16 -3.62  O39 0.989
39 O -0.38 -0.47 -3.06  H37 0.907, H38 0.989
40 H -1.84 -1.33 -3.02  O42 1.099
41 H -3.15 -0.72 -3.66  O42 0.926
42 O -2.92 -1.21 -2.91  H40 1.099, H41 0.926
43 H -3.39 -1.23 -1.08  O45 0.920
44 H -3.30 -0.52 0.27  O45 0.888
45 O -3.54 -1.25 -0.17  H43 0.920, H44 0.888
46 H -0.67 2.08 -2.25  O48 0.948
47 H -0.85 2.20 -3.81  O48 0.969
48 O -1.17 1.78 -3.00  H46 0.948, H47 0.969
49 H 0.09 3.24 -0.57  O51 0.852
50 H 0.14 2.17 0.57  O51 0.975
51 O -0.13 2.46 -0.32  H49 0.852, H50 0.975
52 H -0.48 1.63 3.31  O54 1.008
53 H 0.83 1.56 2.66  O54 0.904
54 O 0.20 2.19 2.82  H52 1.008, H53 0.904

The most stable arrangement is P, and the next structure is 92.7 kcal/mol less stable.

P:
Molecular formula: C6H35NO12
Method: DFT, ωB97M-V/def2-TZVPD

As for the total charge: 0. The value obtained for the LUMO energy is 0.00301 Ha. The frontier orbital gap is 9.378 eV.

Last columns: bonded neighbours and bond lengths (Å).
Cartesian coordinates (Å):
1 C 2.38 -1.54 0.82  C2 1.553, C4 1.454, H9 1.021, H10 1.050
2 C 2.19 -2.46 -0.42  C1 1.553, C3 1.580, H11 1.186, H12 1.151
3 C 0.87 -1.86 -1.06  C2 1.580, H13 1.129, H14 1.070, H15 1.091
4 C 1.89 -0.20 0.55  C1 1.454, N5 1.447, O8 1.263
5 N 2.83 0.77 0.04  C4 1.447, C6 1.455, C7 1.461
6 C 3.76 0.16 -0.91  N5 1.455, H16 1.026, H17 1.176, H18 1.143
7 C 2.52 2.16 -0.26  N5 1.461, H19 1.197, H20 1.116, H21 1.133
8 O 0.70 0.21 0.68  C4 1.263
9 H 1.96 -2.09 1.57  C1 1.021
10 H 3.39 -1.52 1.11  C1 1.050
11 H 3.01 -2.74 -1.22  C2 1.186
12 H 1.95 -3.52 -0.03  C2 1.151
13 H 0.51 -2.68 -1.75  C3 1.129
14 H 0.10 -1.76 -0.32  C3 1.070
15 H 0.99 -1.00 -1.72  C3 1.091
16 H 3.32 -0.68 -1.31  C6 1.026
17 H 3.99 0.80 -1.87  C6 1.176
18 H 4.67 -0.14 -0.29  C6 1.143
19 H 2.69 2.73 0.79  C7 1.197
20 H 3.15 2.47 -1.13  C7 1.116
21 H 1.48 2.27 -0.69  C7 1.133
22 H 0.08 0.15 2.25  O24 0.953
23 H -0.42 0.57 3.56  O24 0.903
24 O -0.56 -0.05 2.93  H22 0.953, H23 0.903
25 H -1.80 -0.13 0.51  O27 1.074
26 H -2.59 -0.84 -0.60  O27 0.966
27 O -2.17 0.03 -0.48  H25 1.074, H26 0.966
28 H -2.56 -3.17 1.34  O30 0.934
29 H -2.04 -4.56 1.70  O30 0.978
30 O -2.39 -4.01 0.97  H28 0.934, H29 0.978
31 H -3.86 -3.12 0.17  O33 0.931
32 H -3.84 -1.83 0.52  O33 0.938
33 O -4.16 -2.32 -0.21  H31 0.931, H32 0.938
34 H 0.50 3.28 2.67  O36 0.941
35 H 1.13 1.77 2.47  O36 1.018
36 O 1.11 2.65 3.00  H34 0.941, H35 1.018
37 H 1.40 1.15 -2.17  O39 1.022
38 H 1.96 0.27 -3.51  O39 0.998
39 O 2.16 0.98 -2.83  H37 1.022, H38 0.998
40 H -0.11 0.86 -0.66  O42 1.016
41 H -0.85 0.90 -2.02  O42 0.848
42 O -0.13 1.14 -1.63  H40 1.016, H41 0.848
43 H -3.21 3.31 -0.18  O45 0.957
44 H -2.71 4.40 -1.04  O45 1.000
45 O -2.78 4.16 -0.07  H43 0.957, H44 1.000
46 H -1.96 -1.67 3.00  O48 0.982
47 H -3.48 -1.70 2.84  O48 0.918
48 O -2.70 -1.73 2.36  H46 0.982, H47 0.918
49 H -3.53 -1.88 -3.28  O51 0.972
50 H -3.25 -0.37 -3.80  O51 0.970
51 O -2.86 -1.22 -3.55  H49 0.972, H50 0.970
52 H -0.69 4.98 0.43  O54 1.001
53 H -1.32 3.90 1.30  O54 1.042
54 O -0.69 4.73 1.40  H52 1.001, H53 1.042

Q:
Molecular formula: C6H35NO12
Method: DFT, ωB97M-V/def2-TZVPD

As for the total charge: 0. The value obtained for the LUMO energy is 0.00513 Ha. The frontier orbital gap is 8.142 eV.

Last columns: bonded neighbours and bond lengths (Å).
Cartesian coordinates (Å):
1 C -3.28 2.24 0.47  C2 1.535, H8 1.094, H9 1.085, H10 1.105
2 C -2.63 1.23 -0.48  C1 1.535, C5 1.514, H11 1.104, H12 1.082
3 N 0.01 -0.02 -0.77  C4 1.404, H13 1.011, H14 1.012
4 C -0.23 1.27 -1.25  N3 1.404, C5 1.340, C7 1.493
5 C -1.39 1.91 -1.04  C2 1.514, C4 1.340, H15 1.084
6 C 1.84 2.52 -1.50  C7 1.327, H16 1.083, H17 1.078
7 C 0.83 1.90 -2.10  C4 1.493, C6 1.327, H18 1.084
8 H -2.65 2.20 1.37  C1 1.094
9 H -3.43 3.19 -0.03  C1 1.085
10 H -4.29 1.97 0.85  C1 1.105
11 H -3.27 0.88 -1.30  C2 1.104
12 H -2.46 0.33 0.09  C2 1.082
13 H -0.80 -0.57 -0.51  N3 1.011
14 H 0.54 -0.75 -1.23  N3 1.012
15 H -1.50 2.98 -1.16  C5 1.084
16 H 2.51 3.24 -1.96  C6 1.083
17 H 1.96 2.39 -0.44  C6 1.078
18 H 0.70 1.88 -3.17  C7 1.084
19 H 2.04 -3.53 -0.80  O21 0.959
20 H 1.35 -3.21 -2.15  O21 0.961
21 O 2.06 -2.94 -1.56  H19 0.959, H20 0.961
22 H -2.03 -2.93 0.05  O24 0.961
23 H -3.29 -2.25 -0.44  O24 0.954
24 O -2.50 -2.70 -0.75  H22 0.961, H23 0.954
25 H -1.54 -2.63 -2.83  O27 0.957
26 H -0.55 -2.19 -4.05  O27 0.937
27 O -0.73 -2.75 -3.33  H25 0.957, H26 0.937
28 H 1.98 1.14 2.87  O30 0.957
29 H 2.51 1.96 1.59  O30 0.958
30 O 2.27 1.98 2.51  H28 0.957, H29 0.958
31 H 2.67 -0.46 1.82  O33 0.956
32 H 1.97 -0.60 0.36  O33 0.959
33 O 2.66 -0.22 0.90  H31 0.956, H32 0.959
34 H -0.50 1.12 2.06  O36 0.962
35 H -0.90 1.96 3.31  O36 0.956
36 O -0.84 1.07 2.96  H34 0.962, H35 0.956
37 H -0.04 -0.23 -4.16  O39 0.978
38 H -0.95 0.95 -4.59  O39 0.953
39 O -0.97 0.08 -4.20  H37 0.978, H38 0.953
40 H 0.50 -1.63 3.54  O42 0.963
41 H 1.59 -2.35 4.01  O42 0.970
42 O 0.76 -2.56 3.55  H40 0.963, H41 0.970
43 H 0.59 4.53 2.43  O45 0.927
44 H 0.84 2.98 2.66  O45 0.978
45 O 0.20 3.72 2.67  H43 0.927, H44 0.978
46 H 0.53 0.27 3.72  O48 0.991
47 H 1.45 0.71 4.93  O48 0.961
48 O 1.34 0.05 4.24  H46 0.991, H47 0.961
49 H 1.16 -1.69 -3.69  O51 0.948
50 H 2.34 -0.62 -3.62  O51 0.958
51 O 1.55 -0.92 -4.07  H49 0.948, H50 0.958
52 H -2.03 -3.76 2.56  O54 0.945
53 H -0.86 -3.77 1.37  O54 0.946
54 O -1.67 -3.46 1.74  H52 0.945, H53 0.946

The most stable arrangement is Q, and the next structure is 48.2 kcal/mol less stable.

P:
Molecular formula: CH3N3O2Si
Method: DFT, ωB97M-V/def2-TZVPD

As for the total charge: 0. The value obtained for the LUMO energy (spin up / spin down) is -0.06628 / -0.06643 Ha. The frontier orbital gap (spin up / spin down) is 8.262 / 8.273 eV.

Last columns: bonded neighbours and bond lengths (Å).
Cartesian coordinates (Å):
1 C 2.12 -1.62 0.04  N2 1.149, Si7 1.859
2 N 2.66 -2.64 0.04  C1 1.149
3 N -0.08 -0.09 -1.31  Si7 1.709, H8 1.074, H9 0.981
4 N 1.97 1.21 0.06  O5 1.254, O6 1.216, Si7 1.741
5 O 3.20 0.99 -0.07  N4 1.254
6 O 1.55 2.35 0.00  N4 1.216
7 Si 0.94 -0.19 0.06  C1 1.859, N3 1.709, N4 1.741
8 H -0.84 0.67 -1.27  N3 1.074
9 H -0.42 -0.78 -1.92  N3 0.981
10 H -0.65 -0.45 1.89  no bonds

Q:
Molecular formula: CH3N3O2Si
Method: DFT, ωB97M-V/def2-TZVPD

As for the total charge: 0. The value obtained for the LUMO energy is -0.02412 Ha. The frontier orbital gap is 10.577 eV.

Last columns: bonded neighbours and bond lengths (Å).
Cartesian coordinates (Å):
1 C 1.07 1.57 -0.04  N2 1.150, Si7 1.884
2 N 1.83 2.40 0.19  C1 1.150
3 N -1.61 0.03 0.53  Si7 1.690, H8 1.012, H9 1.037
4 N 1.05 -1.08 0.02  O5 1.209, O6 1.231, Si7 1.820
5 O 2.06 -0.72 -0.54  N4 1.209
6 O 0.82 -2.19 0.48  N4 1.231
7 Si -0.18 0.20 -0.36  C1 1.884, N3 1.690, N4 1.820, H10 1.554
8 H -1.71 -0.50 1.38  N3 1.012
9 H -2.55 0.21 0.13  N3 1.037
10 H -0.78 0.08 -1.79  Si7 1.554

The most stable arrangement is Q, and the next structure is 67.2 kcal/mol less stable.

P:
Molecular formula: C2H6O3P
Method: DFT, ωB97M-V/def2-TZVPD

As for the total charge: -1. The value obtained for the LUMO energy is 0.16037 Ha. The frontier orbital gap is 8.053 eV.

Last columns: bonded neighbours and bond lengths (Å).
Cartesian coordinates (Å):
1 C 0.03 1.96 -0.19  O3 1.375, O4 1.373, P6 2.263, H7 1.159, H8 1.033
2 C 0.17 -1.74 0.80  P6 1.988, H10 1.053, H11 1.153, H12 1.086
3 O 0.49 0.88 0.52  C1 1.375, P6 1.665
4 O 0.04 1.63 -1.52  C1 1.373, P6 2.161
5 O -1.53 -0.33 -0.91  P6 1.472
6 P -0.12 -0.27 -0.51  C1 2.263, C2 1.988, O3 1.665, O4 2.161, O5 1.472, H9 1.406
7 H -1.06 2.18 0.15  C1 1.159
8 H 0.52 2.83 0.08  C1 1.033
9 H 0.89 -0.79 -1.35  P6 1.406
10 H -0.61 -1.75 1.51  C2 1.053
11 H 1.16 -2.02 1.31  C2 1.153
12 H 0.01 -2.56 0.10  C2 1.086

Q:
Molecular formula: C2H6O3P
Method: DFT, ωB97M-V/def2-TZVPD

As for the total charge: -1. The value obtained for the LUMO energy is 0.15019 Ha. The frontier orbital gap is 8.655 eV.

Last columns: bonded neighbours and bond lengths (Å).
Cartesian coordinates (Å):
1 C 1.35 0.65 -0.14  C2 1.518, H7 1.050, H8 1.056, H9 1.072
2 C 0.23 -0.34 -0.39  C1 1.518, O5 1.444, P6 1.867, H10 1.139
3 O -2.44 -0.95 0.06  P6 1.521
4 O -1.76 1.50 -0.11  P6 1.462
5 O 0.66 -1.66 0.00  C2 1.444, H11 1.019
6 P -1.42 0.15 0.33  C2 1.867, O3 1.521, O4 1.462, H12 1.544
7 H 0.97 1.57 -0.47  C1 1.050
8 H 1.54 0.84 0.89  C1 1.056
9 H 2.30 0.47 -0.61  C1 1.072
10 H -0.16 -0.31 -1.47  C2 1.139
11 H -0.14 -2.29 0.08  O5 1.019
12 H -1.13 0.37 1.83  P6 1.544

The most stable arrangement is Q, and the next structure is 41.1 kcal/mol less stable.